{"formula": "CH11O5", "method": "the ωB97M-V functional and the def2-TZVPD basis", "symbols": ["C", "O", "H", "H", "H", "H", "H", "O", "H", "H", "O", "H", "H", "O", "H", "H", "O"], "positions_angstrom": [[1.02, 0.24, -0.97], [0.42, -0.68, -0.09], [0.36, 1.06, -1.28], [1.90, 0.69, -0.49], [1.36, -0.24, -1.90], [1.00, 2.74, 2.35], [-0.14, 2.74, 1.40], [0.54, 3.34, 1.74], [-0.77, -1.12, -1.41], [-1.72, -0.56, -2.45], [-1.25, -1.37, -2.25], [-0.94, 0.70, 2.04], [-0.44, 0.34, 0.65], [-0.98, 1.06, 1.14], [0.17, -2.22, 0.48], [-0.58, -3.56, 0.22], [0.07, -3.16, 0.81]], "orbital_gap_ev": 8.64, "e_tot_ha": -420.9419, "mol_weight_g_mol": 103.09, "total_charge": -1, "relative_energy_ev": 0.241}

***

{"formula": "CH11O5", "method": "the ωB97M-V functional and the def2-TZVPD basis", "symbols": ["C", "O", "H", "H", "H", "H", "H", "O", "H", "H", "O", "H", "H", "O", "H", "H", "O"], "positions_angstrom": [[-0.79, 2.45, 2.63], [0.61, 2.49, 3.01], [-1.01, 1.48, 2.19], [-1.03, 3.28, 1.98], [-1.40, 2.45, 3.54], [-0.38, -0.70, -2.37], [-0.55, 0.33, -3.49], [-0.39, -0.61, -3.34], [0.84, 1.62, 2.63], [-0.41, -1.16, -0.57], [0.34, -0.64, -0.93], [-1.46, -2.91, -2.82], [-0.11, -2.94, -2.30], [-0.91, -3.48, -2.27], [2.10, -0.39, 1.35], [0.85, -0.11, 0.53], [1.28, 0.09, 1.38]], "orbital_gap_ev": [10.10, 5.58], "e_tot_ha": -420.7550, "mol_weight_g_mol": 103.09, "s_squared": 0.754, "relative_energy_ev": 1.006, "spin_multiplicity": 2}

***

{"formula": "CH12BrN2O5Pt", "method": "the ωB97M-V functional and the def2-TZVPD basis", "symbols": ["Pt", "Br", "C", "O", "N", "N", "H", "H", "H", "H", "O", "H", "H", "O", "H", "H", "O", "H", "H", "O", "H", "H"], "positions_angstrom": [[-0.68, 0.88, 0.51], [0.45, 3.30, 0.04], [1.20, -0.68, -1.79], [0.42, 0.18, -1.31], [1.94, -0.46, -2.88], [1.38, -1.86, -1.28], [1.76, 0.41, -3.37], [2.65, -1.11, -3.15], [2.01, -2.57, -1.61], [0.70, -1.93, -0.53], [-1.28, -1.17, 0.95], [-1.68, -1.78, 0.32], [-1.23, -1.67, 1.77], [-2.50, 1.49, -0.41], [-3.24, 0.89, -0.28], [-2.81, 2.12, -1.07], [1.24, 0.08, 1.49], [2.18, 0.24, 1.66], [0.96, -0.53, 2.18], [-1.06, 1.28, 2.57], [-1.42, 0.73, 3.28], [-0.98, 2.16, 2.95]], "orbital_gap_ev": [7.15, 7.41], "e_tot_ha": -3224.0781, "mol_weight_g_mol": 407.10, "total_charge": 1, "s_squared": 2.005, "relative_energy_ev": 1.484, "spin_multiplicity": 3}